# 1
116
Properties=species:S:1:pos:R:3:forces:R:3:lowdin_charge:R:1 method="wB97M-V/def2-TZVPD" gap_ev=8.222 energy_ha=-8290.29876 e_above_lowest_ev=0.0000
Y 1.822602 -1.402706 1.597370 0.27 -0.61 0.30 0.616
Ge 1.246144 0.195818 -1.135710 -0.24 0.06 0.10 0.128
Ge -1.224766 -0.819434 0.398127 0.01 0.20 -0.21 0.095
S 2.656181 -1.445106 -0.884496 -0.28 -0.04 -0.03 0.209
S 0.391636 0.754546 1.015459 -0.20 0.26 -0.33 0.276
S 3.021564 -1.942587 3.996602 -0.01 0.07 -0.04 0.518
S -0.820879 -0.387631 -1.789242 0.00 0.01 0.01 0.313
S -0.387501 -2.726098 0.990445 0.09 0.26 0.02 0.233
N 2.708535 -3.593276 1.962757 0.13 -0.12 0.05 -0.126
C -5.755853 0.037920 1.695740 -0.04 0.00 0.01 -0.047
C -2.041001 4.130645 0.168668 0.05 -0.02 -0.03 -0.022
C 2.037084 -0.279649 -4.587159 0.00 0.00 -0.01 -0.209
C 3.914121 -5.779422 3.098865 0.00 0.00 -0.02 -0.063
C 2.942271 2.601372 -1.209381 0.05 0.00 -0.02 -0.208
C 2.787179 -4.742894 1.284433 -0.03 -0.01 -0.02 -0.136
C 2.724668 2.945033 -3.966439 -0.01 0.00 -0.02 -0.023
C -0.694477 -2.159305 -6.445761 0.02 0.02 0.02 -0.048
C -3.099770 1.983564 -0.035744 0.07 -0.03 0.00 -0.149
C 2.130211 1.743194 -1.964400 -0.03 -0.09 0.05 -0.203
C -2.935419 3.453447 -1.928722 -0.02 -0.01 -0.01 -0.027
C -1.866101 -3.536065 4.154813 -0.05 0.00 0.03 -0.023
C -3.456442 -3.826163 1.896438 -0.01 0.04 -0.03 -0.245
C 0.029209 -1.076032 -5.693685 0.02 -0.02 -0.01 -0.263
C -0.608715 0.106082 -5.348851 0.00 0.00 0.03 -0.022
C -4.139830 1.282055 -2.236612 0.06 -0.01 0.02 -0.030
C -5.101290 -1.105930 2.107598 0.01 -0.02 -0.04 -0.028
C 2.058306 1.888260 -3.354712 0.00 0.02 0.02 -0.214
C -3.063001 -0.389377 0.999250 0.06 -0.14 0.02 -0.190
C -2.127121 -4.814396 3.667999 -0.01 0.00 0.01 -0.270
C 0.033067 1.089150 -4.604974 -0.03 0.03 0.00 -0.252
C 1.349295 0.876422 -4.192421 0.01 0.01 -0.03 -0.176
C 3.498885 -0.457540 -4.274941 -0.01 0.00 0.05 -0.036
C -2.017576 -1.040562 4.055562 -0.01 -0.07 0.01 -0.026
C -2.232684 2.745360 2.234535 0.00 0.01 -0.02 -0.036
C -2.252961 4.397776 -1.175709 0.03 0.01 0.00 -0.266
C -3.175095 -2.558347 2.395627 0.05 0.08 -0.03 -0.213
C -2.454136 2.941201 0.755873 0.01 0.00 0.04 -0.213
C -2.380932 -2.408228 3.539892 0.04 -0.02 0.07 -0.258
C -1.757763 5.678219 -1.791232 -0.01 -0.01 0.02 -0.043
C 3.609335 3.640708 -1.850285 -0.04 0.01 0.02 -0.026
C 3.545240 1.607977 4.475190 0.03 0.00 -0.04 -0.061
C -3.767223 -1.333223 1.776969 -0.03 0.06 0.06 -0.219
C -3.368954 2.252625 -1.382425 0.00 0.01 -0.02 -0.219
C 2.653307 2.942911 2.540635 -0.02 -0.04 0.02 -0.025
C 3.485935 3.826299 -3.217667 0.00 0.01 0.01 -0.051
C 3.381561 -5.865962 1.812122 0.00 -0.01 0.02 -0.064
C -1.542120 -6.020953 4.351517 -0.01 0.03 -0.02 -0.048
C 2.499971 3.197487 1.186442 0.02 -0.03 -0.01 -0.251
C -5.055993 0.987357 0.978914 0.01 0.01 -0.01 -0.036
C -0.682767 2.362623 -4.252387 0.01 -0.04 0.02 -0.033
C -2.927171 -4.938324 2.545783 0.04 -0.01 0.02 -0.019
C 4.946480 0.658661 -0.253251 0.15 0.11 -0.02 -0.082
C 4.110791 1.115816 2.062983 -0.04 -0.05 -0.01 -0.053
C 1.618413 4.318566 0.722198 -0.09 0.02 -0.01 -0.026
C 1.357301 -1.243737 -5.318897 -0.01 0.00 -0.02 -0.001
C 3.832755 -4.598676 3.803882 -0.02 0.02 0.02 -0.096
C -4.242247 -4.031382 0.628405 0.01 0.02 -0.02 -0.027
C 3.427090 1.883086 3.000504 -0.02 0.00 0.02 -0.278
C 3.210128 -3.496453 3.207636 -0.07 -0.02 -0.05 -0.777
C -3.719007 0.798017 0.629964 -0.03 -0.02 0.03 -0.214
C 4.026650 1.382116 0.692557 -0.02 -0.06 0.00 -0.248
C 3.157915 2.385527 0.254312 0.01 0.02 -0.06 -0.175
H -2.966309 2.070656 2.673426 -0.01 0.00 0.01 0.075
H -1.242254 2.327217 2.427975 -0.02 0.00 0.01 0.029
H 2.173364 5.038870 0.118817 -0.02 0.00 0.01 0.083
H 4.006666 4.641790 -3.703151 0.01 0.00 0.00 0.106
H 3.882263 2.502011 5.002405 -0.01 -0.01 0.02 0.084
H -4.642621 -3.099084 0.233995 0.00 -0.03 0.00 0.072
H -0.254050 3.214810 -4.785771 0.00 0.01 0.01 0.090
H -1.268010 -0.569590 3.407959 -0.02 0.02 0.02 0.050
H 4.239210 4.298317 -1.263135 0.01 0.01 0.00 0.124
H 4.230290 -4.500848 4.803631 0.01 -0.01 0.00 0.102
H -0.613679 2.576258 -3.184546 -0.01 -0.01 0.01 0.070
H -5.057787 0.956353 -1.746918 -0.01 0.00 -0.01 0.077
H 3.427418 -6.781579 1.241225 0.00 0.00 0.00 0.102
H 5.893621 1.201553 -0.312526 0.03 0.05 0.01 0.095
H -3.595033 -4.467306 -0.136010 -0.01 0.00 -0.02 0.087
H 4.391788 -6.642154 3.545889 0.00 0.00 0.01 0.109
H 5.157184 -0.350364 0.098930 0.02 0.05 -0.04 0.060
H -2.292166 3.701767 2.754628 0.00 0.01 0.00 0.083
H 4.537696 0.588409 -1.259358 0.07 -0.01 0.09 0.038
H -3.545780 0.388587 -2.440677 0.02 -0.03 0.01 0.054
H 4.087823 0.362736 -4.689689 0.00 0.01 -0.02 0.088
H -0.667742 5.672823 -1.866845 0.01 0.00 -0.01 0.077
H 4.767120 0.322183 2.406109 0.03 0.01 0.01 0.110
H -1.639565 0.261978 -5.647953 -0.01 0.01 0.00 0.117
H 2.661068 3.052216 -5.042628 -0.01 0.01 -0.01 0.125
H -3.155234 3.666374 -2.968661 0.02 -0.01 -0.03 0.111
H 1.185539 4.840004 1.573871 -0.03 0.04 0.02 0.080
H -0.452276 -5.961987 4.371627 0.01 -0.01 0.01 0.078
H -1.233898 -3.420290 5.029392 0.01 0.01 0.01 0.122
H -1.885813 -6.089562 5.385139 0.01 -0.01 0.01 0.080
H -2.160761 5.816734 -2.793801 -0.01 0.00 -0.01 0.075
H -5.613876 -1.849143 2.705885 0.00 0.00 0.01 0.128
H -0.907553 -3.003728 -5.787672 -0.01 -0.01 0.00 0.084
H -2.039509 6.541284 -1.186482 0.01 0.01 0.00 0.079
H -4.403238 1.737430 -3.190536 0.01 0.00 -0.02 0.078
H -5.075034 -4.718575 0.787095 0.00 -0.01 0.00 0.084
H -1.591568 -1.106496 5.055842 0.01 0.00 0.01 0.082
H 4.249746 0.802444 4.672005 0.01 -0.02 0.01 0.056
H -1.823200 -6.939800 3.838460 0.00 -0.01 0.00 0.072
H 3.867048 -1.392404 -4.694910 0.01 -0.01 0.00 0.081
H -0.092258 -2.532568 -7.274633 0.00 -0.01 -0.01 0.078
H -5.533449 1.916009 0.689909 0.00 0.00 -0.01 0.129
H -3.133318 -5.926255 2.146773 0.00 -0.01 -0.01 0.119
H 0.802686 3.937400 0.104095 -0.03 -0.01 -0.03 0.073
H -2.878975 -0.372410 4.084779 0.00 0.01 0.01 0.084
H 3.680270 -0.480253 -3.199226 0.02 0.00 -0.04 0.016
H 2.346806 -4.733868 0.294178 0.01 0.01 0.00 0.112
H 2.582267 1.319811 4.901134 -0.02 0.00 -0.01 0.081
H 1.881554 -2.147107 -5.611057 0.01 -0.01 0.00 0.120
H -1.560309 4.879671 0.787237 0.05 0.03 0.04 0.117
H -6.794679 0.199530 1.954298 0.00 0.01 0.01 0.108
H 2.132169 3.568761 3.257506 0.00 0.01 0.00 0.123
H -1.737346 2.288982 -4.514581 -0.01 0.02 0.00 0.073
H -1.641345 -1.797974 -6.844407 -0.01 0.00 -0.01 0.073


# 2
17
Properties=species:S:1:pos:R:3:forces:R:3:lowdin_charge:R:1 method="wB97M-V/def2-TZVPD" gap_ev="6.750 / 3.855" energy_ha=-471.36005 total_charge=+1 multiplicity=3 e_above_lowest_ev=5.6841
O -1.405884 -0.759409 -2.719062 0.69 -0.15 -2.02 0.106
O -3.036607 -2.125884 -1.996136 0.92 -0.37 -0.15 0.204
N 1.437257 1.688327 0.852421 0.01 3.94 0.92 0.023
N 0.483492 0.051752 -0.077055 -2.96 -3.08 -3.76 0.010
N -2.241440 -1.182934 -1.767597 -2.27 -1.53 -2.29 -0.313
C 1.805563 0.578252 1.721583 2.19 1.37 -1.22 -0.146
C 1.013856 -0.497242 1.062685 -1.70 -3.10 3.70 -0.249
C -2.445831 -0.526342 -0.678589 2.77 1.68 1.13 0.368
C 0.630548 1.289413 -0.144255 1.62 0.52 0.96 -0.203
H 0.337921 1.824835 -1.011145 -0.40 1.01 -0.21 0.130
H 1.625575 -1.388571 0.945917 -0.16 -0.12 -0.54 0.114
H 0.075912 -0.898573 1.728496 2.13 0.93 -1.08 0.162
H -1.477413 -1.217569 -3.692286 -0.61 0.79 3.47 0.263
H 2.927249 0.501370 1.592450 -1.12 -0.54 0.36 0.145
H 1.507056 2.671625 1.178903 0.05 -1.21 -0.61 0.165
H 1.600147 0.802108 2.726282 -0.35 0.12 1.38 0.102
H -2.837402 -0.811158 0.277386 -0.80 -0.25 -0.04 0.119


# 3
37
Properties=species:S:1:pos:R:3:forces:R:3:lowdin_charge:R:1 method="wB97M-V/def2-TZVPD" gap_ev=3.419 energy_ha=-2039.85505 total_charge=-1
S -0.439857 0.819542 3.117751 2.89 -0.70 1.11 0.406
S -2.188267 1.606356 1.461836 -1.60 1.76 -2.67 0.396
O -2.610340 -2.455648 -1.304924 -0.25 0.08 1.79 0.039
O -5.097632 -2.472483 5.178162 0.09 0.42 -0.45 0.020
O -1.321609 -1.500356 0.179692 -2.10 -1.17 -0.13 0.032
O -5.492055 -5.190037 0.188468 -0.27 -0.32 0.21 0.024
O -6.767841 -5.567007 2.021723 0.51 0.36 -0.31 0.064
O -3.501426 -0.842949 5.153497 -0.80 -0.87 -0.35 0.086
N -5.902119 -4.895637 1.489215 1.19 1.96 0.22 -0.175
N -5.708155 -3.338626 4.288367 1.55 0.69 -2.42 0.136
N -2.365886 -2.117492 -0.131055 1.75 0.88 -0.89 -0.322
N -4.144107 -1.667019 4.527346 0.70 0.15 -1.88 -0.165
N 0.457459 2.337056 0.980334 0.01 0.11 0.20 -0.174
N -4.493088 -4.344910 -0.254515 0.04 1.39 2.27 0.147
C 1.170408 3.820903 -0.878041 -0.44 -0.23 -0.05 -0.190
C -5.164477 -3.779084 1.857000 -1.42 -2.03 -0.46 -0.047
C 1.829602 1.943578 1.282609 0.15 -0.01 0.14 -0.209
C 0.296525 3.670519 0.377674 -0.07 -0.28 -0.24 -0.162
C -3.315821 -2.428608 0.929790 0.17 0.92 1.20 -0.058
C 2.606601 3.352868 -0.671840 0.16 0.05 0.08 -0.223
C -5.097507 -3.076780 3.090423 -0.96 -0.49 2.95 -0.134
C -4.127906 -2.043553 3.176219 -1.01 -0.59 2.26 -0.082
C 2.697765 2.001053 0.023003 -0.38 -0.30 0.17 -0.189
C -3.248536 -1.703306 2.135602 0.76 -0.12 -1.47 0.096
C -4.295400 -3.489964 0.792598 0.24 -0.87 -2.29 -0.143
C -0.526769 1.741004 1.699710 -1.34 -0.92 1.11 -1.277
H -2.524205 -0.905984 2.304635 0.14 -0.04 -0.26 0.025
H 3.109571 3.287273 -1.639896 0.08 0.17 0.03 0.102
H 0.710519 3.239080 -1.685979 0.04 0.00 0.10 0.114
H 3.136990 4.091738 -0.065028 0.08 0.08 0.00 0.106
H 1.787440 0.919848 1.680138 0.07 0.42 -0.04 0.080
H 0.581585 4.455548 1.103280 -0.05 -0.30 0.03 0.125
H 2.250054 2.594731 2.071099 -0.05 -0.11 -0.13 0.124
H 2.355758 1.208548 -0.655882 0.04 0.11 0.06 0.117
H -0.760939 3.814290 0.122963 0.24 -0.13 0.16 0.098
H 1.155364 4.871491 -1.197897 0.00 -0.17 0.07 0.106
H 3.731598 1.764894 0.307415 -0.14 0.09 -0.13 0.108